# C5H7NO

A single C5H7NO molecule (ωB97M-V/def2-TZVPD, the Open Molecules 2025 dataset).

Geometry as XYZ:
```
14
C5H7NO ωB97M-V/def2-TZVPD
C -1.4771 0.9550 1.5150
H 1.5645 -0.1888 -2.2200
H 1.9155 0.7010 0.3177
C 0.8896 -0.1864 -1.3703
N 0.3679 -0.5389 1.0069
O -1.3585 -0.0727 -0.5794
H -2.3840 1.4579 1.1989
C 1.4297 -0.2416 0.0338
H -1.0920 1.1144 2.5137
C -0.4242 -0.1522 -1.5772
H 0.1838 -1.5391 0.9951
C -0.8336 0.1433 0.6882
H 2.1927 -1.0233 0.1237
H -0.8994 -0.1661 -2.5525
```

Its SMILES is C=C1NCC=CO1. The molar mass is 97.1 g/mol. The calculation puts the highest occupied orbital energy at -0.321 Eh. Its orbital gap is 9.69 eV. Its energy above the lowest of the compared OMol25 structures with the same formula, charge and spin is 39.01 kcal per mole. Its energy is -8834.5110 eV.